{
  "formula": "CH3N3O2Si",
  "method": "ωB97M-V with the def2-TZVPD basis set",
  "gap_ev": 8.827,
  "e_above_lowest_kcal_mol": 64.7,
  "max_force_ev_per_a": 5.14,
  "lumo_energy_ev": -1.23,
  "molar_mass_da": 117.14,
  "spin_multiplicity": 1,
  "species": ["C", "N", "N", "N", "O", "O", "Si", "H", "H", "H"],
  "xyz": [[0.43095, -1.89093, 0.58065], [0.69128, -2.97631, 0.72119], [-1.36336, 0.14340, -0.78545], [1.21189, 0.90063, -0.29561], [2.30990, 0.37211, -0.19886], [1.04747, 2.04936, -0.63504], [-0.05630, -0.19794, 0.25949], [-1.40346, 0.96854, -1.49542], [-2.24772, -0.19762, -0.34763], [-0.62065, 0.82877, 2.19667]],
  "forces_ev_per_a": [[-0.50, 2.59, -0.74], [0.74, -3.19, 0.54], [-0.30, 0.30, -0.36], [1.68, 0.77, -0.22], [0.56, -0.40, 0.02], [-0.56, 0.05, -0.18], [-3.30, 2.92, 2.64], [-0.03, -2.20, 2.14], [0.71, 0.86, -1.22], [1.00, -1.71, -2.62]],
  "lowdin_charge": [-0.294, 0.132, -0.100, -0.502, 0.018, 0.040, 0.505, 0.107, 0.051, 0.042]
}